Computed, not measured: an isolated molecule of C8H12N2OS at a distorted geometry, with ωB97M-V/def2-TZVPD.

HOMO   -8.86 eV
Molar mass   184.26 g/mol
Gap between HOMO and LUMO   0.3499 hartree

Atoms and positions in Å:
O (2.03145, -1.06068, -0.35366)
N (-0.72712, 0.98696, 1.66416)
S (-1.28920, 2.45100, -0.46394)
C (1.18274, -0.40373, 0.25208)
C (-0.57107, 1.11243, 0.37853)
N (0.24455, 0.35194, -0.37662)
C (-0.90241, -1.30947, 2.38587)
C (-0.25279, -0.61786, -2.55772)
C (-0.53620, 1.86083, -2.06877)
C (1.31594, -0.39424, 1.71848)
C (-0.01141, -0.10184, 2.35044)
C (0.29968, 0.60390, -1.84160)
H (-1.09546, -1.71418, 1.39261)
H (-0.46467, -2.09401, 3.01503)
H (-1.88758, -1.05254, 2.78668)
H (0.28030, -1.53149, -2.25753)
H (-1.29788, -0.80757, -2.35080)
H (-0.14961, -0.47582, -3.64322)
H (-1.40304, 1.56787, -2.72445)
H (0.04341, 2.62043, -2.59043)
H (2.01107, 0.45089, 1.97380)
H (1.70384, -1.35680, 2.10537)
H (0.12546, 0.19943, 3.41359)
H (1.34999, 0.71455, -2.20792)

Atomic forces in eV per Å
-1.0 0.7 -0.6
0.1 0.5 -1.6
0.5 -0.3 -1.2
2.9 -2.1 -0.9
-0.7 0.7 4.1
1.2 -0.5 -1.5
-0.7 -0.7 0.2
0.3 -0.4 -0.5
-1.5 -0.1 -0.7
-0.1 1.0 1.4
-0.8 0.7 0.8
0.3 -0.8 0.5
0.2 -0.1 -0.2
-0.1 0.1 -0.2
0.2 0.0 0.1
0.1 0.4 -0.2
-0.4 0.3 0.2
0.0 -0.1 0.2
0.9 0.5 0.5
-0.2 0.2 0.3
-0.3 -0.8 -0.3
0.1 0.6 -0.6
0.0 0.1 -0.7
-0.7 0.1 0.8